{
  "formula": "C6H16N2",
  "method": "wB97M-V/def2-TZVPD",
  "total_energy_ha": -347.585057,
  "multiplicity": 2,
  "total_charge": -1,
  "e_above_lowest_kj_mol": 192.8,
  "symbols": ["C", "C", "N", "C", "C", "C", "C", "N", "H", "H", "H", "H", "H", "H", "H", "H", "H", "H", "H", "H", "H", "H", "H", "H"],
  "xyz": [[0.265, -2.235, 2.710], [0.149, -1.812, 1.209], [0.085, -0.320, 1.114], [0.166, 0.465, -2.759], [0.214, -0.253, -1.434], [-0.499, 0.324, -0.138], [-0.065, 1.882, 0.136], [-0.670, 3.018, -0.497], [1.222, -2.011, 3.143], [-0.453, -1.632, 3.299], [0.050, -3.303, 2.992], [1.065, -2.352, 0.683], [-0.847, -2.200, 0.864], [0.952, 0.062, 1.381], [-0.875, 0.221, -3.245], [1.022, 0.005, -3.368], [0.282, 1.511, -2.757], [-0.382, -1.089, -1.568], [1.234, -0.755, -1.287], [-1.534, 0.071, -0.173], [-0.160, 2.144, 1.198], [1.011, 1.806, -0.121], [-1.300, 3.668, 0.080], [-0.934, 2.786, -1.462]]
}